Formula: C2H2O4
Source: OMol25
Level of theory: the ωB97M-V functional and the def2-TZVPD basis

Geometry as ORCA input:
```
! wB97M-V def2-TZVPD RIJCOSX def2/J DEFGRID3
* xyz 0 1
C 1.53508 0.23761 0.00513
C -1.45677 0.45711 -0.03451
O 2.21920 0.57888 -0.91249
O -1.86463 0.98093 0.96807
O 1.88092 -0.51450 1.02188
O -2.03229 -0.32447 -0.93322
H 2.65853 -1.00628 0.78422
H -2.94005 -0.40929 -0.89909
*
```

Output
Relative energy (zero: lowest compared OMol25 entry of this formula, charge and spin)   4.478 eV
Calculated total energy   -10292.697 eV
Molar mass   90.0 g mol⁻¹
LUMO (spin up / spin down)   -0.73 / -0.82 eV
HOMO-LUMO gap (spin up / spin down)   0.3153 / 0.3096 hartree
HOMO level (spin up / spin down)   -9.31 / -9.25 eV
Largest force on an atom   0.07877 hartree/bohr